15
Properties=species:S:1:pos:R:3:mulliken_charge:R:1 method="wB97M-V/def2-TZVPD" homo_ha=-0.3477 charge=0 fmax_ev_per_a=2.90 energy_ev=-10776.426 homo_lumo_gap_ev=10.14 de_lowest_kj_mol=320.4
H 3.312 0.271 -0.673 0.22
N 2.752 -0.470 -0.208 -0.63
C 1.580 -0.203 0.137 0.57
N 0.750 0.874 -0.283 -0.33
C -0.524 1.033 0.494 -0.52
C -1.599 0.017 -0.005 -0.42
C -1.053 -1.357 -0.362 -0.05
N 0.022 -1.972 0.087 -0.43
O 0.930 -1.136 0.877 -0.30
H 1.272 1.699 -0.481 0.27
H -0.309 1.007 1.593 0.26
H -0.961 2.000 0.200 0.37
H -2.483 -0.213 0.682 0.30
H -2.159 0.414 -0.925 0.27
H -1.530 -1.963 -1.133 0.41

---

15
Properties=species:S:1:pos:R:3:mulliken_charge:R:1 method="wB97M-V/def2-TZVPD" homo_ha=-0.3386 charge=0 fmax_ev_per_a=2.67 energy_ev=-10777.226 homo_lumo_gap_ev=9.98 de_lowest_kj_mol=243.3
H 0.370 -0.865 -3.125 0.25
N -0.048 -1.111 -2.227 -0.61
C 0.154 -0.305 -1.308 0.00
N 0.721 0.857 -0.882 -0.51
C -0.193 0.292 0.099 1.05
C -1.490 0.995 0.405 -1.40
N 0.422 -0.309 1.230 -0.12
C 1.304 -1.340 1.170 -0.14
O 2.164 -1.552 0.357 -0.48
H 0.669 1.780 -1.296 0.26
H -1.876 1.491 -0.486 0.33
H -2.245 0.275 0.716 0.31
H -1.354 1.738 1.191 0.41
H 0.213 0.093 2.133 0.27
H 1.188 -2.039 2.024 0.36

---

15
Properties=species:S:1:pos:R:3:mulliken_spin:R:1 method="wB97M-V/def2-TZVPD" homo_ha="-0.2909 / -0.3366" charge=0 fmax_ev_per_a=4.14 energy_ev=-10771.407 multiplicity=3 homo_lumo_gap_ev="8.70 / 8.10" de_lowest_kj_mol=317.0
C 0.784 1.258 -0.830 -0.04
C 1.763 0.315 -0.746 1.18
C 2.489 -0.657 -0.059 0.00
C -2.437 0.374 0.614 0.01
N -0.488 1.190 -0.526 0.44
N -1.097 0.132 -0.024 -0.05
N -0.614 -1.053 0.026 0.03
O -1.291 -1.942 0.525 0.18
H 1.022 2.201 -1.502 0.07
H 2.592 -0.521 0.975 0.04
H 1.897 -1.514 -0.232 0.06
H 3.487 -0.937 -0.651 0.08
H -3.288 0.691 -0.031 0.00
H -2.506 -0.672 1.138 0.00
H -2.312 1.135 1.322 -0.01